1.
Density functional theory data (the ωB97M-V functional and the def2-TZVPD basis) for a cluster of 2 separate species, C11H18 in total in a non-equilibrium geometry.

Values from the calculation:
* HOMO: -9.065 eV
* ΔE to the lowest compared entry with this formula, charge and spin: 22.0 kcal per mole
* SMILES: Cc1ccccc1.CC(C)C

Atoms and positions in Å:
1 C -1.33472 -1.52767 0.64290
2 C 0.27731 2.46611 0.43218
3 C -1.67320 -0.75972 -0.61383
4 C 1.21874 1.73059 1.14405
5 C 2.24808 -0.83585 -1.44230
6 C 1.56150 0.33882 -0.74998
7 C 0.04400 2.19637 -0.91842
8 C 0.73072 1.13404 -1.50464
9 C 1.96146 0.70598 0.50704
10 C -1.90020 -3.01020 0.43002
11 C -1.99034 -0.83394 1.87332
12 H -2.69914 -0.04816 1.57443
13 H -1.43663 -3.51936 -0.41925
14 H -1.39028 0.27541 -0.63399
15 H -0.28840 -1.60813 0.90719
16 H -1.26007 -0.39274 2.52877
17 H -0.23289 3.27798 0.94231
18 H -2.75297 -0.85648 -0.79302
19 H 2.54182 -0.47336 -2.44713
20 H -1.54587 -3.54236 1.33915
21 H -1.25422 -1.27779 -1.48887
22 H 3.05413 -1.28806 -0.89640
23 H 0.64253 0.97521 -2.58705
24 H 2.88734 0.38066 0.96562
25 H 1.30831 1.82383 2.21541
26 H -2.54114 -1.57638 2.54719
27 H -0.58809 2.80811 -1.54160
28 H 1.55108 -1.64896 -1.60406
29 H -2.97987 -3.02878 0.39626

---

2.
Density functional theory data (the ωB97M-V functional and the def2-TZVPD basis) for a cluster of 2 separate species, C11H18 in total in a non-equilibrium geometry.

Values from the calculation:
* HOMO (spin up / spin down): -14.135 / -14.132 eV
* charge: +1
* spin multiplicity: 2
* ⟨S²⟩: 0.768
* ΔE to the lowest compared entry with this formula, charge and spin: 11.3 kcal per mole

Atoms and positions in Å:
1 C 0.44965 -1.78878 1.03102
2 C 0.97812 3.12458 -0.26159
3 C 0.08937 -0.73142 1.91008
4 C -1.25550 -0.34906 2.02139
5 C -1.82752 -2.11731 0.38267
6 C -0.48034 -2.49978 0.29414
7 C -2.15962 -0.99435 1.22129
8 C 2.79389 1.63797 -0.94469
9 C 1.36703 1.65063 -0.40174
10 C -2.79978 -2.84176 -0.52240
11 C 0.48196 0.94451 -1.42996
12 H 1.56446 3.57079 0.55174
13 H 3.51536 2.22027 -0.36446
14 H 1.25298 1.17598 0.57646
15 H -3.57895 -2.12624 -0.78151
16 H -1.57561 0.47931 2.63353
17 H 1.41923 -2.25945 1.12632
18 H 0.90167 -0.00052 -1.78221
19 H -2.37720 -3.26248 -1.42942
20 H -3.18692 -3.66365 0.08985
21 H 0.84102 -0.10401 2.37116
22 H -0.04437 3.19665 0.12931
23 H -0.14726 -3.27827 -0.36889
24 H 0.37784 1.59699 -2.29946
25 H 3.25548 0.66289 -1.10230
26 H -3.21418 -0.85459 1.45274
27 H 2.77712 2.14335 -1.91457
28 H -0.51824 0.69561 -1.06508
29 H 1.10029 3.77214 -1.12341

---

3.
Density functional theory data (the ωB97M-V functional and the def2-TZVPD basis) for a structure of composition C11H18BNOPb in a non-equilibrium geometry.

Values from the calculation:
* HOMO: -16.655 eV
* charge: +2

Atoms and positions in Å:
1 Pb -0.37792 1.59639 -1.90690
2 O -0.21065 -0.18731 1.78479
3 N -1.87306 1.04238 0.08739
4 C -2.63273 1.49092 -0.91562
5 C 1.83427 -1.86678 -0.87913
6 C -2.44457 0.05242 0.80097
7 C -3.89416 1.10234 -1.31700
8 C 2.07413 0.61415 -0.09943
9 C -3.71859 -0.41631 0.49236
10 C 1.19358 -0.66786 -0.19100
11 C 3.33119 0.56775 -0.96506
12 C 0.60674 -1.17139 1.11442
13 C 2.46962 0.99745 1.32800
14 C -4.47174 0.09251 -0.56041
15 B -1.51153 -0.51906 1.97133
16 H 0.29759 -0.39254 -0.82494
17 H -4.12513 -1.20564 1.10292
18 H 3.75098 1.56556 -1.01083
19 H 3.18863 1.80355 1.29684
20 H 2.25048 -1.62872 -1.84528
21 H -1.93299 -1.16795 2.87183
22 H -2.19492 2.32735 -1.49699
23 H 2.85473 0.15485 1.88633
24 H -4.39265 1.55186 -2.15662
25 H 1.61039 1.38916 1.85832
26 H 0.00398 -2.04250 0.86497
27 H 3.15790 0.24924 -1.98732
28 H 1.47381 1.45401 -0.48807
29 H 2.57670 -2.33399 -0.24371
30 H 1.39366 -1.49004 1.78717
31 H 4.09224 -0.05316 -0.50809
32 H 1.07110 -2.62129 -1.05845
33 H -5.45107 -0.28735 -0.79279

---

4.
Density functional theory data (the ωB97M-V functional and the def2-TZVPD basis) for a cluster of 2 separate species, C11H18Br2N3O2 in total.

Values from the calculation:
* HOMO: -12.628 eV
* charge: +1
* ΔE to the lowest compared entry with this formula, charge and spin: 0.0 kcal per mole

Atoms and positions in Å:
1 Br -2.04146 -3.16306 1.33319
2 Br -4.40726 -2.73028 -1.47674
3 O -0.39187 1.62664 1.42181
4 O 0.61208 1.70798 3.43506
5 N -1.63461 0.05682 -1.80878
6 N 3.46582 -0.54215 0.10712
7 N 1.78352 0.37017 -0.88144
8 C -0.15579 -1.90122 -1.80820
9 C 0.56944 2.05520 2.29113
10 C 1.56820 3.00565 1.66753
11 C -3.43795 -1.83141 1.07337
12 C -0.46710 -0.42895 -1.77811
13 C 2.50651 -0.74017 -0.78614
14 C 1.82347 2.72226 0.18367
15 C 2.31545 1.32429 -0.01765
16 C 0.63021 0.61865 -1.76714
17 C -4.67147 -2.39762 0.42225
18 C 3.36927 0.73071 0.60258
19 H 2.47607 2.90267 2.25852
20 H 1.00569 0.75314 -2.78404
21 H 0.87739 2.84996 -0.33277
22 H -1.02374 -2.44923 -2.16210
23 H 1.22193 4.03242 1.78725
24 H -0.60598 0.70771 1.63412
25 H -5.47948 -1.67283 0.48574
26 H -2.32015 -0.69628 -1.85506
27 H 0.13540 -2.25397 -0.81899
28 H 0.17587 1.55369 -1.46985
29 H -4.99080 -3.33876 0.85688
30 H -3.67403 -1.45640 2.06637
31 H 4.03415 1.16022 1.33020
32 H 4.17008 -1.21281 0.37287
33 H 0.66464 -2.10647 -2.50017
34 H -2.99726 -1.03610 0.48016
35 H 2.35696 -1.65195 -1.33107
36 H 2.53680 3.43147 -0.23157

---

5.
Density functional theory data (the ωB97M-V functional and the def2-TZVPD basis) for a cluster of 2 separate species, C11H18BrNOPS in total.

Values from the calculation:
* HOMO: -12.085 eV
* charge: +1

Atoms and positions in Å:
1 Br 0.66982 3.31364 2.55340
2 S -0.31582 -2.19466 0.98444
3 P 1.93866 1.70690 1.63964
4 O 2.60678 1.03441 2.94725
5 N -0.85403 0.96948 1.09024
6 C 0.45742 0.93370 -3.55338
7 C -0.31372 -1.30301 -3.09227
8 C 0.56362 0.42779 1.16097
9 C -1.83484 0.46703 2.13386
10 C -0.04738 -0.00875 -2.66893
11 C 0.41961 -0.71796 -5.30103
12 C -1.16161 0.17829 3.45937
13 C 0.69117 0.57446 -4.87283
14 C -0.08257 -1.65880 -4.41263
15 C 0.59060 -0.90094 1.90914
16 C -0.00444 -0.82757 3.32326
17 H 1.63174 -1.21080 1.97760
18 H -0.29125 -2.66589 -4.74725
19 H 0.59979 -0.99263 -6.33169
20 H -1.93866 -0.23099 4.10396
21 H -1.24566 0.73806 0.17580
22 H 0.66452 1.94347 -3.22258
23 H -2.27883 -0.43462 1.72338
24 H -0.82380 1.10321 3.92537
25 H -0.81608 1.99109 1.15394
26 H 0.79654 -0.56590 4.01478
27 H -0.32956 -1.82400 3.62148
28 H -0.24434 0.27275 -1.63823
29 H 1.08248 1.30393 -5.56909
30 H -0.71885 -2.03233 -2.40076
31 H 0.24849 -1.96363 -0.20971
32 H 0.83702 0.22375 0.12420
33 H -2.61034 1.22575 2.21877
34 H 2.11354 1.12474 3.77955

---

6.
Density functional theory data (the ωB97M-V functional and the def2-TZVPD basis) for a structure of composition C11H18ClIN2O2PTc in a non-equilibrium geometry.

Values from the calculation:
* HOMO (spin up / spin down): -18.483 / -18.383 eV
* charge: +3
* spin multiplicity: 4
* ⟨S²⟩: 3.809
* ΔE to the lowest compared entry with this formula, charge and spin: 21.8 kcal per mole

Atoms and positions in Å:
1 I 3.92318 0.73335 -1.75049
2 Tc -1.07212 0.84453 0.39499
3 Cl -3.12867 -0.07533 0.42882
4 P -0.39514 0.59868 -2.06955
5 O 3.50411 -1.99221 -1.48115
6 O 1.47232 -0.64901 0.95953
7 N -0.98828 -2.29779 1.92776
8 N -0.74303 -0.08274 2.45570
9 C -0.99040 -1.32382 2.93237
10 C -1.00868 -1.57072 4.34219
11 C -0.28712 -0.71934 5.16761
12 C -1.13059 -0.37324 -3.41868
13 C 2.40529 -1.97498 -1.83167
14 C 1.18900 1.00100 -2.97176
15 C 0.86324 -2.50205 -1.31086
16 C 0.16411 0.61959 3.16936
17 C 0.51983 -0.09401 0.49131
18 C 0.35914 0.33946 4.57378
19 C -1.32126 2.14008 -2.06003
20 H 0.55527 -3.49603 -1.72433
21 H -1.28328 2.39121 -3.14930
22 H -2.17890 -0.54729 -3.16537
23 H -0.62619 -1.33336 -3.59449
24 H -0.16776 -0.84743 6.25949
25 H -1.53335 -2.48558 4.77800
26 H 1.81567 0.05477 -2.74668
27 H -1.43281 -3.13337 2.25077
28 H -1.03590 0.20985 -4.37665
29 H 1.49178 1.98955 -2.62845
30 H 1.12962 0.95989 5.05155
31 H 0.51023 -2.36309 -0.23721
32 H -0.01486 -2.75015 1.88785
33 H -2.35342 1.92577 -1.76009
34 H 1.15547 1.05627 -4.08833
35 H -0.80935 2.90648 -1.47305
36 H 0.50710 1.53475 2.70765
37 H 0.17381 -1.73028 -1.79928

---

| no. | calculated total energy (Ha) |
| --- | --- |
| 1 | -429.90557 |
| 2 | -429.59954 |
| 3 | -776.95756 |
| 4 | -5892.51993 |
| 5 | -3873.29317 |
| 6 | -1868.60305 |